1.
Entry from the Open Molecules 2025 dataset: C4H7FN2O in the gas phase at a distorted geometry (ωB97M-V/def2-TZVPD).

Properties
2S+1: 1
Kohn-Sham gap, eV: 10.13
E_HOMO, eV: -9.358
Largest force on an atom, eV/A: 1.44

Last column: Mulliken charge in e.
Geometry (Å):
F1 -2.724 -0.285 0.503  -0.292
O1 2.851 -0.097 -0.381  -0.646
N1 1.293 0.956 0.913  -0.353
N2 0.725 -0.904 -0.379  -0.149
C1 -1.434 1.146 -0.875  -0.922
C2 -0.588 -1.022 0.130  -0.476
C3 -1.523 -0.106 -0.075  0.499
C4 1.709 -0.029 0.046  0.394
H1 -0.478 1.138 -1.484  0.248
H2 -2.311 1.222 -1.538  0.385
H3 -1.442 2.030 -0.203  0.240
H4 1.091 -1.653 -0.935  0.211
H5 2.061 1.433 1.354  0.265
H6 -0.811 -1.895 0.734  0.356
H7 0.479 0.761 1.503  0.241

---

2.
Entry from the Open Molecules 2025 dataset: 2 unconnected molecules or ions with the total composition C2H8NOS at a distorted geometry (ωB97M-V/def2-TZVPD).

Properties
2S+1: 2
Kohn-Sham gap (alpha / beta), eV: 10.43 / 7.18
E_HOMO (alpha / beta), eV: -9.664 / -9.342
Largest force on an atom, eV/A: 4.76

Last column: Mulliken charge in e.
Geometry (Å):
S1 1.298 0.234 0.925  -0.067
O1 0.929 -1.530 -2.950  -0.588
N1 -1.824 1.504 1.030  -0.589
C1 -1.525 0.083 0.726  -0.515
C2 -0.294 -0.199 0.004  -0.637
H1 1.727 -1.939 -3.220  0.309
H2 -1.528 -0.551 1.736  0.246
H3 0.993 -1.214 -2.120  0.308
H4 -2.315 -0.347 0.175  0.387
H5 -0.138 -1.324 0.019  0.320
H6 -1.044 1.819 1.510  0.246
H7 -0.262 0.102 -1.069  0.335
H8 -1.948 2.101 0.186  0.244

---

3.
Entry from the Open Molecules 2025 dataset: 4 unconnected molecules or ions with the total composition C4H16NO3 at a distorted geometry (ωB97M-V/def2-TZVPD).

Properties
Charge: +1
2S+1: 1
Kohn-Sham gap, eV: 10.36
E_HOMO, eV: -13.154
Largest force on an atom, eV/A: 3.39

Last column: Mulliken charge in e.
Geometry (Å):
O1 -0.664 1.948 2.611  -0.612
O2 -1.579 2.609 -0.477  -0.660
O3 -1.585 0.227 -3.218  -0.642
N1 -1.047 -0.275 -0.516  -0.155
C1 -0.021 -0.593 0.523  -0.401
C2 3.001 -1.215 0.919  -0.763
C3 2.082 -2.144 0.734  -0.256
C4 0.810 -1.713 -0.076  -0.703
H1 -2.278 2.910 -1.064  0.311
H2 -0.387 -0.838 1.540  0.344
H3 -0.846 0.547 -3.761  0.314
H4 0.264 1.961 2.770  0.315
H5 -1.014 2.581 3.254  0.304
H6 -1.485 3.229 0.225  0.298
H7 0.641 0.240 0.649  0.285
H8 -1.880 -0.835 -0.409  0.394
H9 3.052 -0.247 0.476  0.258
H10 2.043 -3.060 1.284  0.344
H11 3.928 -1.413 1.410  0.287
H12 0.235 -2.659 -0.113  0.376
H13 -1.357 0.692 -0.380  0.244
H14 1.149 -1.582 -1.091  0.425
H15 -0.771 -0.342 -1.480  0.393
H16 -2.290 -0.028 -3.808  0.300

---

4.
Entry from the Open Molecules 2025 dataset: a molecular structure, C35H34N2O3S2Tc (ωB97M-V/def2-TZVPD).

Properties
2S+1: 4
Kohn-Sham gap (alpha / beta), eV: 7.95 / 7.42
E_HOMO (alpha / beta), eV: -7.470 / -7.773
Largest force on an atom, eV/A: 0.51

Last column: Mulliken charge in e.
Geometry (Å):
Tc1 -0.982 0.171 1.248  -0.182
S1 -5.794 0.113 0.494  -0.164
S2 -3.069 1.340 1.055  -0.421
O1 -0.080 2.170 1.538  -0.185
O2 -0.688 0.551 3.656  -0.083
O3 1.452 -1.272 2.060  -0.305
N1 -3.591 -1.278 0.994  -1.106
N2 -2.298 -1.283 1.503  0.167
C1 -0.957 -4.046 2.166  -0.710
C2 3.523 1.326 -0.779  -0.584
C3 -1.390 -2.401 -0.530  -0.932
C4 0.998 -0.514 0.948  0.970
C5 4.268 3.486 -1.560  -0.910
C6 -3.914 2.632 -2.949  -0.521
C7 -4.917 1.904 -2.331  -0.345
C8 -3.534 -0.049 -2.391  -0.132
C9 -0.427 -2.807 1.805  0.754
C10 2.757 -0.674 -2.212  -0.070
C11 1.703 -2.158 -3.800  -0.500
C12 1.886 -0.239 0.042  -0.326
C13 0.540 2.845 0.436  -0.702
C14 -1.737 0.074 4.496  -0.893
C15 0.830 -2.465 2.303  0.530
C16 -5.770 -0.230 -1.295  -1.182
C17 -4.065 -0.094 0.877  0.284
C18 -0.280 -4.918 3.001  -0.869
C19 4.190 1.554 0.424  0.085
C20 3.895 -0.653 -3.012  -0.298
C21 4.879 2.739 0.637  -0.829
C22 1.662 -1.436 -2.620  -0.021
C23 2.843 -2.130 -4.595  -0.525
C24 2.692 0.097 -0.945  -0.312
C25 0.607 2.308 2.787  -0.369
C26 3.936 -1.377 -4.196  -0.760
C27 -2.525 0.677 -3.008  -0.565
C28 0.967 -4.549 3.493  -0.417
C29 -1.262 -1.940 0.906  1.420
C30 -2.711 2.023 -3.283  -0.614
C31 4.915 3.712 -0.352  -0.383
C32 -0.378 1.919 3.860  -0.816
C33 3.583 2.299 -1.774  0.218
C34 -4.732 0.558 -2.036  0.579
C35 1.520 -3.331 3.144  -0.571
H1 3.076 2.131 -2.717  0.532
H2 5.452 4.637 -0.188  0.414
H3 4.757 -0.071 -2.711  0.478
H4 -1.288 2.523 3.769  0.420
H5 -2.648 0.655 4.331  0.340
H6 5.394 2.899 1.576  0.418
H7 1.480 1.647 2.786  0.127
H8 -1.928 2.594 -3.765  0.443
H9 1.514 -5.217 4.147  0.389
H10 0.773 -1.449 -1.999  0.169
H11 -1.430 0.139 5.543  0.323
H12 4.830 -1.353 -4.806  0.401
H13 -6.777 0.045 -1.613  0.484
H14 2.493 -3.028 3.508  0.492
H15 -5.845 2.390 -2.054  0.373
H16 1.526 2.428 0.241  0.227
H17 2.875 -2.691 -5.519  0.377
H18 0.057 2.072 4.853  0.414
H19 -3.401 -1.102 -2.177  0.284
H20 -1.937 -4.316 1.789  0.450
H21 -1.916 -0.961 4.218  0.237
H22 -4.069 3.681 -3.167  0.385
H23 -0.544 -3.028 -0.809  0.461
H24 4.155 0.790 1.192  0.519
H25 -0.719 -5.870 3.265  0.408
H26 0.841 -2.739 -4.104  0.425
H27 -5.642 -1.299 -1.459  0.411
H28 -0.109 2.696 -0.425  0.227
H29 -2.313 -2.978 -0.640  0.496
H30 0.608 3.908 0.670  0.354
H31 0.928 3.346 2.904  0.517
H32 4.292 4.240 -2.337  0.408
H33 -1.442 -1.561 -1.224  -0.267
H34 -1.595 0.190 -3.277  0.460

---

5.
Entry from the Open Molecules 2025 dataset: C4H9BS2 in the gas phase at a distorted geometry (ωB97M-V/def2-TZVPD).

Properties
2S+1: 1
Kohn-Sham gap, eV: 8.78
E_HOMO, eV: -8.424
Largest force on an atom, eV/A: 4.57

Last column: Mulliken charge in e.
Geometry (Å):
S1 0.457 -2.973 -0.166  -0.179
S2 3.310 -0.151 -0.026  -0.331
C1 -1.249 -0.548 0.413  -0.393
C2 0.045 -1.314 0.741  -0.573
C3 0.614 0.945 -0.418  -0.710
C4 -0.804 0.852 0.132  -0.621
B1 1.488 -0.169 0.249  0.467
H1 -0.010 -2.301 -1.175  0.094
H2 -1.609 -0.938 -0.538  0.235
H3 -0.858 1.502 1.098  0.236
H4 1.055 1.960 -0.166  0.349
H5 -1.966 -0.481 1.276  0.249
H6 0.302 -1.577 1.796  0.334
H7 -1.566 1.414 -0.395  0.420
H8 0.624 0.983 -1.525  0.308
H9 3.489 1.149 -0.230  0.114

---

6.
Entry from the Open Molecules 2025 dataset: a molecular structure, C5H6N3O3SZr (ωB97M-V/def2-TZVPD).

Properties
Charge: +1
2S+1: 1
Kohn-Sham gap, eV: 8.47
E_HOMO, eV: -13.389
Largest force on an atom, eV/A: 0.85

Last column: Mulliken charge in e.
Geometry (Å):
Zr1 -0.261 0.103 0.398  1.689
S1 -1.584 -0.296 -4.154  -0.247
O1 1.117 1.362 1.012  -0.634
O2 -0.831 -0.912 2.172  -0.544
O3 1.036 -1.429 1.217  -0.588
N1 -0.842 -0.007 -1.511  -0.972
N2 -1.467 1.955 1.295  -0.604
N3 0.658 1.032 3.310  -0.420
C1 0.442 -1.078 2.280  0.996
C2 0.626 1.701 2.237  0.608
C3 -0.434 2.767 2.043  -0.446
C4 1.192 -0.334 3.379  -0.488
C5 -1.166 -0.136 -2.675  0.682
H1 0.977 -0.725 4.371  0.336
H2 -0.078 3.567 1.399  0.344
H3 -0.831 3.156 2.974  0.378
H4 2.260 -0.396 3.172  0.324
H5 -2.164 1.620 1.959  0.296
H6 -1.962 2.538 0.623  0.290

---

7.
Entry from the Open Molecules 2025 dataset: 2 unconnected molecules or ions with the total composition C6H10Cl2 at a distorted geometry (ωB97M-V/def2-TZVPD).

Properties
2S+1: 1
Kohn-Sham gap, eV: 8.79
E_HOMO, eV: -8.483
Largest force on an atom, eV/A: 5.30

Last column: Mulliken charge in e.
Geometry (Å):
Cl1 -2.058 1.222 -0.253  -0.165
Cl2 2.030 -0.017 0.771  -0.207
C1 -1.913 -1.386 0.496  -1.255
C2 0.854 -0.278 -0.327  0.083
C3 -0.991 0.312 2.114  -1.344
C4 -1.281 -0.035 0.614  0.783
C5 1.025 -0.236 -1.645  0.020
C6 2.391 -0.314 -2.212  -1.233
H1 -2.376 -1.554 -0.492  0.341
H2 -1.039 -2.072 0.470  0.303
H3 -1.684 -0.282 2.828  0.258
H4 -1.025 1.320 2.232  0.467
H5 0.222 -0.492 -2.453  0.220
H6 2.926 -1.038 -1.690  0.397
H7 -2.626 -1.600 1.273  0.404
H8 2.173 -0.539 -3.234  0.354
H9 2.799 0.743 -2.062  0.246
H10 -0.024 0.063 2.459  0.328

---

8.
Entry from the Open Molecules 2025 dataset: C2H4ClI in the gas phase at a distorted geometry (ωB97M-V/def2-TZVPD).

Properties
2S+1: 1
Kohn-Sham gap, eV: 10.07
E_HOMO, eV: -9.830
Largest force on an atom, eV/A: 3.12

Last column: Mulliken charge in e.
Geometry (Å):
I1 2.962 -0.261 0.014  0.111
Cl1 1.036 2.405 0.038  -0.171
C1 1.074 0.634 -0.369  -0.142
C2 -0.081 -0.078 0.340  -1.107
H1 -0.482 -0.852 -0.247  0.344
H2 0.333 -0.511 1.281  0.310
H3 0.848 0.617 -1.532  0.320
H4 -0.997 0.580 0.272  0.335

---

The records above yield energy relative to the best compared isomer or geometry (same formula, charge and spin) values of 0.0; 16.2; 26.8; 24.2; 28.3; 0.0; 93.2; 8.6 kcal/mol, respectively.